Entry 1:
Here is a molecular structure, C2F2IO3S from the Open Molecules 2025 dataset. Energies are from the ωB97M-V functional and the def2-TZVPD basis.

Results
* total charge: -1
* E_tot: -1197.4971 a.u.
* energy above the lowest of the compared OMol25 structures with the same formula, charge and spin: 149.4 kJ/mol
* highest occupied orbital energy: -4.65 eV
* spin multiplicity: 1

Cartesian coordinates (Å):
C -1.5825 -0.8707 -0.0031
C -0.2861 -0.9015 -0.1830
O 1.9138 0.3304 -0.7373
O -0.0969 1.5628 -0.7736
O 0.8548 0.9861 1.4763
F -2.3930 -1.8996 -0.3764
F -2.4658 0.1685 0.3470
S 0.5171 0.6149 0.0644
I 3.5385 0.0091 0.1857

---

Entry 2:
Here is a molecular structure, C32H30AlBBrCl3F6LiO7 from the Open Molecules 2025 dataset. Energies are from the ωB97M-V functional and the def2-TZVPD basis.

Results
* total charge: +1
* E_tot: -6592.4092 a.u.
* highest occupied orbital energy: -11.38 eV
* spin multiplicity: 1

Cartesian coordinates (Å):
C -0.2082 4.1607 -4.6805
C -1.0054 3.9408 -5.9671
C -2.4248 4.5691 -6.0649
C -3.2882 4.5709 -4.7968
C -4.0428 3.2322 -4.5327
C -3.5101 2.4463 -3.3847
C -2.4681 1.6309 -3.4001
F -1.7588 1.3660 -4.5038
C -1.9980 1.0007 -2.1512
O -0.7984 0.9416 -1.9186
C -3.0743 0.5468 -1.2417
C -2.9390 -0.7083 -0.4275
C -1.6559 -1.4942 -0.6521
C -1.6209 -2.1551 -2.0437
C -1.6471 -3.6607 -1.9721
O -1.3449 -4.3029 -1.0027
O -2.0136 -4.2889 -3.1122
C -4.1608 1.3354 -1.2013
C -5.3963 1.1118 -0.3976
C -6.5136 0.6905 -1.3476
O -7.6414 1.1041 -1.2775
C -4.1593 2.5621 -2.0487
O -4.6329 3.6237 -1.6701
H 0.8318 3.9095 -4.9154
H -0.5242 3.5434 -3.8265
H -0.2582 5.1869 -4.3253
H -0.3932 4.3921 -6.7454
H -1.0712 2.8941 -6.2307
H -2.3396 5.5623 -6.4967
H -2.9753 3.9641 -6.7818
H -4.0656 5.3170 -4.9384
H -2.7481 4.8780 -3.9048
H -4.1049 2.6245 -5.4311
H -5.0615 3.4947 -4.2639
H -2.9466 -0.4249 0.6270
H -3.8092 -1.3489 -0.5581
H -1.5898 -2.2445 0.1276
H -0.7905 -0.8584 -0.5190
H -2.5069 -1.8300 -2.5955
H -0.7471 -1.8178 -2.5963
H -2.1906 -3.6219 -3.7894
H -5.2706 0.3121 0.3268
H -5.7201 2.0185 0.1037
H -6.1980 -0.0147 -2.1430
Li 1.0998 2.9114 -2.9255
C 3.1547 -0.3412 -5.1069
Cl 1.7956 0.6341 -4.4790
Cl 3.5356 0.1276 -6.7545
Cl 4.5504 -0.1942 -4.0548
H 2.8274 -1.3726 -5.1069
Br -0.0417 3.6685 -0.2236
Al -1.3929 5.4801 -1.0133
B 1.8940 1.4855 2.2548
F 1.5113 2.5771 3.0775
F 1.9089 1.9022 0.9264
F 3.2154 1.1292 2.6656
F 1.0377 0.4189 2.4517
F 2.6458 1.6675 4.5689
C 6.7927 -1.4936 7.6190
C 6.2392 -0.4501 6.8867
C 5.1130 -0.6671 6.1115
C 4.5500 -1.9379 6.0652
C 5.1145 -2.9920 6.7816
C 6.2333 -2.7614 7.5667
C 4.5475 -4.3683 6.7052
O 5.0356 -5.2799 7.3317
C 3.3622 -4.5856 5.8261
C 2.8458 -5.8640 5.6962
C 1.7364 -6.0829 4.8970
C 1.1312 -5.0256 4.2288
C 1.6419 -3.7437 4.3458
C 2.7625 -3.5272 5.1385
C 3.3289 -2.1556 5.2418
O 2.8166 -1.2130 4.6694
H 7.6677 -1.3188 8.2305
H 6.6851 0.5345 6.9217
H 4.6736 0.1409 5.5417
H 6.6642 -3.5771 8.1306
H 3.3165 -6.6838 6.2210
H 1.3384 -7.0836 4.7951
H 0.2644 -5.2021 3.6140
H 1.1789 -2.9155 3.8249

---

Entry 3:
Here is 3 unconnected molecules or ions with the total composition C6H9N from the Open Molecules 2025 dataset. Energies are from the ωB97M-V functional and the def2-TZVPD basis.

Results
* E_tot: -288.5144 a.u.
* energy above the lowest of the compared OMol25 structures with the same formula, charge and spin: 702.8 kJ/mol
* highest occupied orbital energy: -8.47 eV
* spin multiplicity: 1

Cartesian coordinates (Å):
C 1.6030 -0.7049 0.9684
C 0.4306 -0.0863 0.2286
C 0.6369 0.8851 -0.8818
C 0.0453 1.3628 0.2245
C -1.9874 0.0754 0.1445
N -1.8560 -0.6489 -0.9171
C -0.8921 -0.8792 0.2101
H 1.3392 -0.9340 2.0117
H 2.4623 -0.0220 0.9755
H 1.9153 -1.6443 0.4882
H 1.4284 1.1110 -1.5945
H -0.3258 0.4481 -2.0363
H -0.0478 2.2561 0.8362
H -2.7836 0.6719 0.5896
H -1.0402 -0.0326 -1.9760
H -0.9466 -1.8733 0.6677

---

Entry 4:
Here is a molecular structure, C29H76HgN3O11 from the Open Molecules 2025 dataset. Energies are from the ωB97M-V functional and the def2-TZVPD basis.

Results
* total charge: +2
* E_tot: -2294.9321 a.u.
* highest occupied orbital energy (spin up / spin down): -12.09 / -12.08 eV
* spin multiplicity: 2

Cartesian coordinates (Å):
Hg 0.4244 -2.9008 1.7748
C -1.2413 1.3707 1.3996
C -1.3212 0.1570 0.5684
C -1.1511 0.4189 -0.9913
O -0.3616 -0.7263 1.0376
H -1.5587 1.3318 2.4416
H -1.9215 2.1470 1.0493
H -0.2892 1.8562 1.6140
H -2.3259 -0.2455 0.6976
H -1.7082 1.3208 -1.2451
H -1.6551 -0.3643 -1.5577
H -0.1405 0.7025 -1.2850
C -3.0549 -3.2533 1.7440
O -1.7192 -3.5447 1.2069
C -1.7713 -4.4578 0.1079
C -0.3042 -5.0212 -0.2015
N 0.7408 -4.0155 -0.3266
C 0.4165 -3.2312 -1.5597
C 1.4050 -2.0695 -2.1093
O 2.7079 -2.4922 -2.2999
C 3.5818 -1.3482 -2.4579
H -2.8980 -2.6349 2.6277
H -3.4549 -4.2304 2.0150
H -3.8047 -2.9255 1.0239
H -2.2708 -4.1115 -0.7970
H -2.3059 -5.3429 0.4527
H -0.2383 -5.6414 -1.0955
H -0.0711 -5.6986 0.6200
H 1.6908 -4.3538 -0.3828
H -0.5960 -2.8725 -1.3744
H 0.2992 -4.0070 -2.3163
H 1.3295 -1.2088 -1.4447
H 0.9750 -1.7910 -3.0714
H 3.9059 -0.8769 -1.5301
H 3.0951 -0.4347 -2.7996
H 4.4826 -1.6581 -2.9875
C -2.8885 3.7622 -2.7588
O -2.3962 3.7126 -4.0772
C -1.1947 2.8768 -4.2753
C -1.6338 1.3488 -4.3130
N -2.5870 1.1308 -5.4393
C -1.9464 0.8373 -6.7574
C -2.8242 0.1892 -7.7602
O -3.4925 -0.9194 -7.1483
C -3.4896 -2.1471 -7.8617
H -3.2997 2.7979 -2.4601
H -3.8071 4.3489 -2.7525
H -2.2528 4.0348 -1.9164
H -0.4168 3.1824 -3.5757
H -0.6638 3.0846 -5.2043
H -2.0501 1.1567 -3.3241
H -0.7771 0.6876 -4.4430
H -3.0987 0.2607 -5.4056
H -1.1992 0.0613 -6.5913
H -1.4456 1.7604 -7.0493
H -2.1565 -0.1050 -8.5700
H -3.5578 0.8846 -8.1679
H -3.8244 -2.9906 -7.2579
H -2.5169 -2.4887 -8.2157
H -4.2105 -1.9989 -8.6657
C 3.0000 -6.4072 0.1337
O 2.9050 -5.0333 0.5534
C 4.0338 -4.4324 1.2590
C 3.9412 -2.9018 1.0484
N 2.7500 -2.2612 1.7111
C 3.1035 -2.1666 3.1561
C 2.2040 -1.1984 3.8593
O 0.8104 -1.5631 3.6816
C -0.0249 -0.6937 4.3458
H 3.6779 -6.5782 -0.7026
H 2.0140 -6.8539 0.0049
H 3.2024 -7.0393 0.9983
H 4.9177 -4.8531 0.7796
H 4.0416 -4.7892 2.2889
H 3.9232 -2.6685 -0.0161
H 4.8543 -2.3739 1.3236
H 2.7185 -1.3199 1.3463
H 4.1059 -1.7561 3.2777
H 3.0110 -3.0978 3.7151
H 2.3499 -0.1264 3.7263
H 2.3637 -1.4282 4.9128
H -1.0181 -1.0823 4.1208
H -0.0660 0.3280 3.9682
H 0.1748 -0.6467 5.4164
C 4.3117 1.6067 0.4081
C 2.7933 1.6451 0.6484
O 2.2566 0.3714 0.8771
H 4.8307 0.9622 1.1175
H 4.6922 2.6266 0.3519
H 4.5373 1.2219 -0.5864
H 2.3535 2.0242 -0.2741
H 2.5329 2.3207 1.4632
H 1.3008 0.4180 0.8007
C 0.7108 3.0776 5.0340
C 1.8537 2.6698 6.0755
O 2.0883 1.3395 5.9534
H 0.4757 4.1382 4.9448
H -0.1781 2.4939 5.2737
H 1.0046 2.6499 4.0755
H 1.4064 2.8920 7.0443
H 2.7701 3.2551 5.9996
H 2.9385 1.1594 6.3612
C -3.7742 3.4336 3.4925
C -4.6693 3.7941 2.3038
O -5.1396 5.1200 2.4002
H -4.3891 3.3538 4.3890
H -3.0214 4.2199 3.5486
H -3.1672 2.5472 3.3081
H -5.5196 3.1189 2.2078
H -4.0849 3.6411 1.3966
H -5.4680 5.3560 1.5295
C -0.6713 5.3742 0.8499
C 0.6624 4.9788 1.5799
O 1.5707 4.9211 0.4908
H -0.6694 6.3574 0.3794
H -1.5422 5.4362 1.5025
H -0.9804 4.6417 0.1043
H 0.6011 4.0738 2.1844
H 1.0671 5.6817 2.3081
H 2.3618 4.7072 0.9908